Run one
The following is a quantum chemistry calculation of the ion C5H7N2S with charge +1, from OMol25.

Frontier orbital gap (spin up / spin down)   0.30164 / 0.30560 hartree
Charge   +1
HOMO level (spin up / spin down)   -13.59 / -13.62 eV

Geometry as XYZ:
```
15
Properties=species:S:1:pos:R:3:nbo_charge:R:1
N 3.874 0.808 0.077 -0.542
H -1.759 -0.186 -0.664 0.458
C 2.691 1.351 0.078 0.015
C -0.602 -1.574 0.399 -0.109
C 2.180 -0.785 -0.105 -0.070
H -0.157 0.499 1.141 0.224
H -0.655 -1.498 1.519 0.239
H -0.460 -0.574 -1.418 0.443
C 1.611 0.448 -0.054 -0.313
C 0.139 0.619 0.138 -0.215
S 3.903 -0.826 -0.038 0.702
H -0.683 -2.524 -0.009 0.207
H 2.847 2.434 0.311 0.253
H -0.124 1.657 -0.122 0.254
N -0.695 -0.451 -0.498 -0.545
```

=====

Run two
The following is a quantum chemistry calculation of a cluster of 2 separate species, C5H7N2S in total, from OMol25.

Frontier orbital gap (spin up / spin down)   0.21714 / 0.21709 hartree
Charge   +1
HOMO level (spin up / spin down)   -12.37 / -12.37 eV

Geometry as XYZ:
```
15
Properties=species:S:1:pos:R:3:nbo_charge:R:1
C -1.072 0.447 0.103 0.325
H 1.661 -1.273 -0.339 0.282
H -0.906 -2.730 -0.176 0.272
H -3.301 -1.999 -0.425 0.191
H 0.907 2.274 0.515 0.247
S -4.485 0.657 0.223 -0.183
C 0.560 -0.988 -0.203 -0.040
C 1.279 1.374 0.087 -0.410
C -2.881 -1.163 -0.077 0.223
N 0.241 0.328 -0.069 -0.252
H -1.584 1.412 0.272 0.298
H 2.091 1.048 0.731 0.250
N -1.581 -0.800 0.013 -0.422
H 1.537 1.557 -0.924 0.240
C -0.560 -1.660 -0.256 -0.022
```

=====

Run three
The following is a quantum chemistry calculation of the ion C5H7N2S with charge +1, from OMol25.

Frontier orbital gap   0.35101 hartree
Charge   +1
HOMO level   -12.85 eV

Geometry as XYZ:
```
15
Properties=species:S:1:pos:R:3:nbo_charge:R:1
H -1.491 -2.107 -0.344 0.223
H 0.738 -1.586 1.370 0.234
C -1.225 -1.474 0.424 -0.183
H 1.755 2.993 -0.863 0.274
C 1.103 2.210 -0.574 -0.440
N 0.544 0.133 0.033 -0.346
H -2.649 0.139 -0.263 0.452
H 2.488 0.595 -0.225 0.248
N -1.661 -0.115 -0.011 -0.563
C 1.502 0.981 -0.161 0.008
S -0.603 2.355 -0.670 0.553
H -1.376 -1.788 1.438 0.230
H 1.038 -1.795 -0.349 0.227
C -0.660 0.718 -0.163 0.289
C 0.498 -1.260 0.359 -0.207
```

=====

The structure with the greatest stability is run three.

=====

Run one
The following is a quantum chemistry calculation of the molecule C25H29N3O4, from OMol25.

Frontier orbital gap   0.30352 hartree
Charge   0
HOMO level   -7.75 eV
SMILES   CCOC(=O)c1cnc2ccc(OCC)cc2c1N1CCN(c2ccccc2OC)CC1

Geometry as XYZ:
```
61
Properties=species:S:1:pos:R:3:nbo_charge:R:1
H -5.187 2.002 -1.910 0.227
H 1.293 -1.934 -1.392 0.211
H -4.506 -2.363 1.996 0.215
H -0.022 0.431 2.618 0.246
H 0.150 -1.331 2.462 0.195
H 1.040 -0.187 -1.143 0.186
C 0.228 -0.374 1.929 -0.237
H -6.185 -0.281 -1.826 0.226
C -4.591 -1.101 -0.659 0.311
H -3.703 -3.525 -0.110 0.169
O 0.904 3.131 0.204 -0.510
H 3.460 -2.546 2.060 0.216
C 6.006 -2.172 -0.113 -0.208
C 3.253 3.279 -0.285 -0.626
H 2.312 3.486 1.665 0.210
C 2.123 3.748 0.618 -0.084
C 3.978 0.102 -3.009 -0.250
H -1.566 4.001 -0.146 0.192
C -0.382 -1.441 -0.117 -0.222
C 5.337 -2.560 1.032 -0.235
C -4.770 -3.374 0.097 -0.062
H -1.089 -1.434 -0.946 0.220
H -6.085 -3.117 1.781 0.216
N -0.740 -0.424 0.856 -0.447
C -3.367 -0.870 -0.074 -0.324
C 4.003 -2.233 1.182 -0.215
H -5.321 -4.236 -0.290 0.193
C -1.891 2.968 -0.151 0.099
C -1.089 2.002 0.499 -0.262
H 4.291 -0.757 -3.611 0.178
H 1.989 4.832 0.540 0.185
H 4.845 0.736 -2.799 0.176
H -0.398 -2.420 0.375 0.195
H 3.238 0.678 -3.563 0.202
H 3.375 2.200 -0.218 0.216
O 3.332 -0.300 -1.827 -0.510
H 2.356 -0.317 2.274 0.214
C -2.754 0.395 -0.159 -0.030
C -3.451 1.454 -0.790 0.110
N 1.952 -1.258 0.456 -0.492
C -4.688 1.186 -1.413 -0.165
C 5.349 -1.439 -1.087 -0.285
H -4.666 -4.121 2.111 0.215
H 5.897 -1.128 -1.962 0.217
C -5.020 -3.233 1.595 -0.638
C 1.031 -1.174 -0.655 -0.215
H 5.846 -3.125 1.798 0.214
C 1.668 -0.223 1.433 -0.213
H -2.870 -1.634 0.500 0.225
C 0.130 2.557 1.136 0.804
N -2.989 2.722 -0.798 -0.422
H 7.045 -2.429 -0.255 0.213
C 4.016 -1.082 -0.932 0.247
C -1.471 0.663 0.430 0.256
H 4.182 3.757 0.015 0.216
O -5.270 -2.280 -0.646 -0.493
H 1.806 0.772 0.985 0.164
O 0.376 2.569 2.319 -0.600
C -5.237 -0.060 -1.362 -0.236
C 3.316 -1.508 0.214 0.187
H 3.035 3.538 -1.318 0.211
```

=====

Run two
The following is a quantum chemistry calculation of the molecule C25H29N3O4, from OMol25.

Frontier orbital gap   0.31446 hartree
Charge   0
HOMO level   -8.81 eV
SMILES   CCCCN(CCCC)C(=O)c1ccccc1NC(=O)CN1C(=O)c2ccccc2C1=O

Geometry as XYZ:
```
61
Properties=species:S:1:pos:R:3:nbo_charge:R:1
H 0.797 -2.742 -2.119 0.195
H 1.008 -2.609 0.394 0.198
C 0.375 -1.929 -0.176 -0.230
C -0.077 -2.598 -1.477 -0.401
H 2.893 3.024 -3.543 0.216
H -0.914 0.905 3.451 0.257
H -2.768 -3.205 -1.193 0.198
C -2.114 -3.815 -0.574 -0.614
C 0.232 1.798 1.862 0.696
C 1.147 1.681 -0.970 -0.150
H 6.409 -1.167 2.148 0.206
C 4.704 -0.985 0.832 -0.388
H -6.234 1.094 -1.996 0.219
C -3.608 0.095 0.607 -0.117
N -2.152 1.336 1.856 -0.464
H 1.333 4.937 -0.054 0.220
H -4.261 -1.925 0.320 0.234
H 5.105 -1.680 0.089 0.188
C -4.714 1.822 -0.678 -0.175
H 2.832 -1.614 -1.198 0.188
H -1.264 2.652 3.195 0.233
C -4.386 -0.891 0.040 -0.170
C 1.490 4.051 -0.649 -0.244
C 5.328 -1.276 2.191 -0.598
C 1.832 1.769 -2.177 -0.181
H -4.833 2.860 -0.947 0.229
H -2.025 -3.348 0.403 0.214
C 2.563 -0.820 -0.491 -0.204
C -5.335 -0.504 -0.903 -0.190
C -2.524 0.014 1.612 0.723
H 4.940 -0.587 2.937 0.206
N 1.121 -0.712 -0.449 -0.411
N 0.191 2.809 0.963 -0.661
C -3.776 1.437 0.257 -0.058
H 2.921 -2.113 1.216 0.189
O -2.580 3.423 1.002 -0.599
H 1.925 0.890 -2.799 0.218
H -0.767 -1.928 -1.994 0.209
H -0.869 -4.455 -2.198 0.200
C -0.749 -3.949 -1.237 -0.390
H -0.099 -4.569 -0.616 0.193
O -0.797 0.472 -0.442 -0.690
H -2.571 -4.795 -0.448 0.208
C 2.361 2.974 -2.605 -0.224
C 3.183 -1.108 0.881 -0.422
C 0.962 2.842 -0.214 0.255
H 2.602 5.057 -2.170 0.217
H 4.974 0.027 0.519 0.195
C 2.194 4.114 -1.837 -0.193
O 1.170 1.047 1.999 -0.613
C 0.424 0.426 -0.581 0.693
H -0.601 3.445 0.994 0.436
C -5.493 0.826 -1.257 -0.199
H -5.956 -1.255 -1.368 0.219
H 2.977 0.120 -0.855 0.220
O -2.058 -0.946 2.167 -0.555
H 2.776 -0.396 1.596 0.246
C -1.043 1.697 2.710 -0.319
H -0.490 -1.664 0.433 0.245
C -2.803 2.232 1.031 0.697
H 5.097 -2.290 2.508 0.200
```

=====

The structure with the greatest stability is run two.

=====

Run one
The following is a quantum chemistry calculation of a cluster of 2 separate species, C3H4I2 in total, from OMol25.

Frontier orbital gap   0.32497 hartree
Charge   0
HOMO level   -8.84 eV

Geometry as XYZ:
```
9
Properties=species:S:1:pos:R:3:nbo_charge:R:1
H 0.313 1.954 -0.324 0.213
C -0.335 -1.514 -0.341 -0.507
C -0.830 -0.371 -0.006 -0.137
C 0.737 1.157 0.317 -0.631
H -0.945 -2.196 -0.851 0.219
H 0.634 -1.640 -0.126 0.222
I 2.659 0.411 -0.007 0.187
H 0.442 1.648 1.293 0.221
I -2.675 0.550 0.046 0.213
```

=====

Run two
The following is a quantum chemistry calculation of a structure of composition C3H4I2, from OMol25.

Frontier orbital gap   0.30082 hartree
Charge   0
HOMO level   -8.82 eV

Geometry as XYZ:
```
9
Properties=species:S:1:pos:R:3:nbo_charge:R:1
C 2.260 0.523 1.130 -0.747
H -2.336 -1.274 -1.551 0.239
C 1.238 0.850 0.388 -0.005
H 2.886 1.213 1.540 0.251
I -3.276 0.517 0.311 0.104
H -1.456 0.467 -1.782 0.251
C -1.813 -0.378 -1.136 -0.678
I -0.117 -1.311 -0.158 0.342
H 2.615 -0.608 1.258 0.242
```

=====

The structure with the greatest stability is run one.

=====

Run one
The following is a quantum chemistry calculation of a structure of composition C18H22N2O3, from OMol25.

Frontier orbital gap   0.31953 hartree
Charge   0
HOMO level   -8.11 eV

Geometry as XYZ:
```
45
Properties=species:S:1:pos:R:3:nbo_charge:R:1
C 3.594 -1.253 -0.079 -0.311
H 6.042 -1.480 -1.273 0.176
H -1.504 0.022 2.308 0.226
C -2.066 -0.559 1.795 -0.463
C 2.325 -0.517 0.575 -0.140
H 3.494 2.491 -0.212 0.234
H 6.299 -2.154 0.293 0.209
C -5.371 -1.391 -1.297 -0.166
C 4.894 -0.673 0.186 -0.240
H -2.239 -1.467 2.084 0.234
H -3.111 2.267 2.226 0.203
H -0.544 1.049 -2.042 0.251
H -7.082 -0.432 -2.212 0.224
C 1.368 1.314 -1.061 0.622
N -4.626 1.944 0.856 -0.518
H -5.176 2.676 1.089 0.400
H -5.482 -2.588 -1.942 0.198
H -6.977 1.464 -0.772 0.204
H 3.582 -2.197 0.882 0.180
O -0.766 -1.817 -0.100 -0.718
C 3.441 1.492 0.320 -0.241
C -5.134 0.862 0.214 0.134
H 7.145 -0.739 0.010 0.226
O 1.601 2.283 -1.591 -0.566
C -4.160 -0.056 0.008 -0.090
C -6.414 -0.376 -1.337 -0.267
C -1.047 -0.645 0.528 0.828
H -3.495 -2.176 -0.402 0.257
H 0.351 -0.698 -1.499 0.216
C 4.711 0.784 -0.289 -0.386
H 1.492 -0.812 0.416 0.162
C -3.623 1.430 1.661 -0.036
C -3.167 0.066 1.263 -0.080
C -4.361 -1.350 -0.317 -0.230
C 6.123 -1.278 -0.090 -0.573
N 2.310 0.857 -0.207 -0.477
H 4.879 -0.280 1.346 0.167
C -6.227 0.695 -0.865 -0.187
O -0.612 0.258 -0.087 -0.469
H 3.474 1.882 1.468 0.204
H 4.645 0.596 -1.395 0.191
H 5.558 1.425 -0.101 0.208
H 2.319 -0.156 1.748 0.192
H 3.444 -1.415 -0.960 0.172
C 0.091 0.654 -1.145 -0.160
```

=====

Run two
The following is a quantum chemistry calculation of the molecule C18H22N2O3, from OMol25.

Frontier orbital gap   0.31788 hartree
Charge   0
HOMO level   -8.56 eV
SMILES   Cc1ccc2c(CN3CCC(C(N)=O)CC3)cc(=O)oc2c1C

Geometry as XYZ:
```
45
Properties=species:S:1:pos:R:3:nbo_charge:R:1
H 2.817 -0.984 2.053 0.155
H 4.903 0.286 1.618 0.208
H -6.101 0.814 -0.846 0.219
H 2.776 0.989 -1.373 0.233
H 7.332 -0.188 -1.161 0.404
H 2.804 -0.657 -2.010 0.218
H -5.284 0.509 -2.375 0.219
H 0.684 -0.183 -0.805 0.213
O -1.803 4.017 -0.237 -0.565
H 0.173 -0.877 1.948 0.174
C -0.796 0.808 0.979 0.089
O 5.288 0.960 -1.982 -0.609
H -5.529 -1.865 -2.035 0.223
H -3.343 -3.025 0.372 0.211
C 2.812 -0.064 -1.095 -0.400
C 4.096 -0.319 -0.311 -0.316
C -2.112 -1.326 0.702 -0.168
C 5.318 0.133 -1.102 0.685
H 0.106 2.725 1.023 0.240
C -2.947 0.755 -0.162 0.403
C 2.765 0.087 1.772 -0.212
C -0.741 2.133 0.716 -0.320
H 6.510 -1.138 0.027 0.390
H 2.709 0.675 2.692 0.204
H 0.464 0.711 2.679 0.221
C -1.938 0.052 0.524 -0.182
C 0.357 0.186 1.724 -0.253
H 3.980 1.536 0.765 0.222
H 4.189 -1.388 -0.085 0.201
C -5.147 0.894 -1.366 -0.644
N 6.473 -0.464 -0.716 -0.827
C -1.790 2.837 0.012 0.737
C 4.022 0.472 0.999 -0.394
C 1.595 -0.411 -0.247 -0.222
H -6.346 -1.565 -0.509 0.223
C -4.233 -1.260 -0.448 0.028
C -3.232 -1.961 0.224 -0.229
H -1.360 -1.903 1.215 0.211
H -4.866 1.941 -1.425 0.246
H 1.595 -1.496 -0.023 0.155
O -2.860 2.086 -0.389 -0.479
N 1.588 0.371 0.976 -0.432
C -4.094 0.110 -0.646 -0.063
C -5.443 -1.978 -0.955 -0.636
H -5.391 -3.037 -0.719 0.218
```

=====

The structure with the greatest stability is run two.